[1]
34
Properties=species:S:1:pos:R:3:forces:R:3:lowdin_charge:R:1 method="wB97M-V/def2-TZVPD" multiplicity=4 total_charge=+2 s_squared=3.8247 e_homo_ev="-16.0 / -16.0" homo_lumo_gap_ev="5.2 / 4.8"
H 2.0009 2.5687 0.0018 0.3 -0.1 0.1 0.140
H -0.2226 2.1589 0.6488 -0.1 -0.2 0.0 0.141
O -2.8827 -4.2591 -0.2022 2.2 1.5 0.8 0.107
O -0.7708 1.4302 -5.7355 -2.2 -1.4 0.8 0.025
H 2.7119 -1.5339 -0.4616 0.2 0.2 0.2 0.141
C -1.9988 -3.6085 0.1161 -2.3 -1.5 -0.9 0.063
N 1.4402 1.4142 1.6588 -0.4 -1.2 -0.8 -0.057
O -3.5939 -0.9170 1.9003 3.7 1.3 -4.3 0.260
O -3.9711 2.0113 -0.3877 4.1 -2.7 -0.5 0.271
H 0.4548 -2.0044 0.1507 -0.1 0.3 0.1 0.126
H 0.9315 -0.4830 -1.6540 -0.2 0.2 0.1 0.146
H 3.7401 -0.5413 0.6464 -0.3 -0.1 -0.3 0.148
N -0.0105 0.0844 0.1898 -0.8 0.3 -0.1 -0.222
Cr -1.8700 -0.2403 -0.5005 3.4 1.2 0.0 0.547
H -1.8025 1.2744 -0.9987 0.3 1.5 -0.9 0.124
C 0.9345 0.3664 -0.9555 1.5 0.3 -0.4 -0.128
H -0.5798 1.0415 2.0161 0.0 -0.1 -0.2 0.142
C -2.8545 -1.1487 -1.8555 -6.5 -3.6 -6.8 0.023
H 0.6294 1.2921 -1.4660 -0.1 -0.3 0.2 0.141
C 2.3377 1.6536 0.5031 -0.1 0.2 0.0 -0.125
C -2.8543 -0.6824 1.0248 -5.3 -2.6 7.1 -0.060
H 2.9098 0.2667 2.6500 -0.4 0.0 0.0 0.147
C 0.4506 -1.1690 0.8682 1.5 -0.7 0.9 -0.156
C 1.8717 0.1452 2.3091 -0.1 0.0 0.2 -0.123
C 0.0698 1.2301 1.1540 1.3 0.9 1.1 -0.145
O -3.5798 -1.5918 -2.6656 4.4 2.4 4.6 0.261
C -3.0647 1.2694 -0.4761 -4.0 2.3 0.4 -0.133
H 3.3636 1.7664 0.8834 -0.4 0.1 -0.2 0.149
H -0.2080 -1.4100 1.7147 0.1 0.1 -0.2 0.134
N 2.3221 0.5412 -0.4780 -1.3 -0.3 0.8 -0.053
C 2.7295 -0.6887 0.2390 -0.1 -0.3 0.0 -0.125
N 1.8327 -1.0116 1.3819 -0.8 0.9 -0.8 -0.054
H 1.2173 -0.0592 3.1685 0.2 0.1 -0.2 0.142
C -1.6845 0.8342 -5.3884 2.2 1.4 -0.7 0.002

[2]
74
Properties=species:S:1:pos:R:3:forces:R:3:lowdin_charge:R:1 method="wB97M-V/def2-TZVPD" total_charge=+2 e_homo_ev=-13.0 e_above_lowest_kcal_mol=0.0 homo_lumo_gap_ev=6.4
S 2.4566 -1.2376 -1.7947 -0.1 0.1 0.0 1.073
C 4.7895 -0.7186 -2.9964 0.0 0.0 0.0 -0.205
Ir 0.3817 0.0467 0.1459 0.0 0.1 0.0 1.269
H 0.1948 4.9314 -1.2277 0.0 0.0 0.0 0.144
C -3.7738 0.0220 -2.0735 0.0 0.0 0.0 0.027
H 4.2376 -2.0382 -0.5138 0.0 0.0 0.0 0.109
H 1.1310 -3.6517 -0.8088 0.0 0.0 0.0 0.134
H 4.7241 0.8323 -1.4822 0.0 0.0 0.0 0.109
C 1.9357 0.5711 2.5412 -0.2 0.1 -0.1 -0.478
H 0.8802 3.3346 1.2100 0.0 0.1 0.0 0.155
C -0.6861 -4.3358 0.1368 0.0 0.0 -0.1 -0.002
C 3.5977 3.3551 -2.4270 0.0 -0.1 0.0 -0.076
H 2.1793 -5.5662 0.4126 0.0 0.0 0.0 0.124
H 5.5516 4.2067 -2.1742 0.0 0.0 0.0 0.115
O 1.4792 -0.0245 -1.5614 0.1 0.1 0.0 -0.645
C 0.5701 0.5768 4.5995 0.0 0.0 0.1 -0.112
H 3.8494 0.9916 5.3300 0.0 0.0 0.0 0.120
Cl 4.6080 0.8464 2.6011 0.0 0.0 0.0 0.762
H 5.9421 -0.4055 -1.1702 0.0 0.0 0.0 0.131
C 2.3770 3.0773 -1.8293 0.0 0.1 0.0 -0.047
C 2.9583 0.8494 4.7344 0.0 0.0 -0.1 -0.104
H 3.6699 -6.1030 2.2898 0.0 0.0 0.0 0.116
C 4.3835 4.3392 -0.3808 0.0 0.0 0.0 -0.050
C -0.9912 2.2846 -0.8215 0.0 0.0 0.0 -0.300
H 2.9916 4.3513 1.2492 0.0 0.0 0.0 0.124
N 0.1088 2.0267 -0.2056 0.0 0.0 0.0 -0.009
N 0.0017 -2.0928 -0.0571 -0.1 0.1 0.7 0.026
Cl -0.7282 0.2666 2.2247 0.1 -0.1 0.0 0.818
C -1.8696 1.1683 -1.2280 0.0 0.0 0.0 -0.119
H 3.8665 -4.5519 4.2072 0.0 0.0 0.0 0.116
C 2.4639 -3.1455 3.4020 0.0 0.0 0.0 -0.046
H -1.0392 -4.5531 1.1438 0.0 0.0 0.0 0.152
H 3.5764 -0.5363 0.1702 0.0 0.0 0.1 0.051
C 1.7165 0.7563 5.3525 -0.1 0.0 0.0 -0.669
C 1.4985 -3.7101 1.2729 0.1 0.0 -0.1 -0.201
H 5.1614 4.8328 0.1856 0.0 0.0 0.0 0.117
Cl 1.6042 0.8520 7.0694 0.0 0.0 0.0 0.732
C -1.2005 -2.2783 -0.4895 -0.1 0.1 -0.1 -0.311
H -0.3998 0.4980 5.0701 0.0 0.0 0.0 0.120
C 0.7258 0.5054 3.2300 0.1 0.0 -0.1 -0.500
C 3.0623 0.7513 3.3601 0.0 0.0 0.1 -0.578
C 2.2479 -4.8862 1.2551 0.1 0.1 0.0 -0.029
O 2.0510 0.4989 1.2256 0.1 -0.5 -0.1 -0.309
C 1.6087 -2.8480 2.3474 0.0 0.0 0.1 -0.030
H 5.3349 -0.1042 -3.7117 0.0 0.0 0.0 0.129
C 4.9384 -0.2353 -1.5571 0.0 0.0 0.0 -0.198
H -3.7651 -2.1195 -1.7608 0.0 0.0 0.0 0.143
H 2.9265 0.3397 -3.4367 0.0 0.0 0.0 0.092
H 1.0167 -1.9484 2.3758 -0.1 0.1 0.0 0.066
N -1.3522 -0.0051 -0.8440 0.0 0.0 -0.2 -0.031
H -0.6676 4.9696 0.3368 0.0 0.0 0.0 0.143
H -4.7339 0.0320 -2.5711 0.0 0.0 0.0 0.136
O -1.6916 -3.4890 -0.5182 0.0 -0.1 -0.1 0.086
H 1.5930 2.5945 -2.4009 0.0 0.0 0.0 0.112
C -3.0948 1.2211 -1.8626 0.0 0.0 0.0 0.073
O -1.3138 3.5329 -1.0150 0.0 0.1 0.0 0.090
C 2.1552 3.4374 -0.5055 0.0 0.1 0.1 -0.201
C -0.2230 4.3340 -0.4228 0.0 -0.1 0.0 0.022
C 3.9143 -1.0204 -0.7459 0.0 0.1 0.0 -0.290
C 3.2054 -4.3149 3.3848 0.0 0.0 0.0 -0.054
C -2.0042 -1.1519 -1.0083 0.0 0.0 -0.1 -0.127
H 3.7630 3.0968 -3.4662 0.0 0.0 0.0 0.112
C 3.0936 -5.1880 2.3087 0.0 0.0 0.0 -0.052
C 0.7936 3.2910 0.1233 -0.1 0.0 0.1 -0.190
H 5.1631 -1.7403 -3.0933 0.0 0.0 0.0 0.124
C 3.2953 -0.6784 -3.3027 0.0 -0.1 0.0 -0.272
C 0.5751 -3.4624 0.1153 0.1 0.0 -0.1 -0.235
C 4.6032 3.9837 -1.7041 0.0 0.0 0.1 -0.064
H -3.5050 2.1702 -2.1788 0.0 0.0 0.0 0.144
H -0.6028 -5.2466 -0.4461 0.0 0.0 0.0 0.147
C -3.2393 -1.1836 -1.6341 0.0 0.0 0.1 0.073
H 2.9776 -1.2995 -4.1370 0.0 0.0 0.0 0.101
H 2.5390 -2.4638 4.2388 0.0 0.0 0.0 0.111
C 3.1596 4.0713 0.2156 0.0 -0.1 0.0 -0.019

[3]
8
Properties=species:S:1:pos:R:3:forces:R:3:lowdin_charge:R:1 method="wB97M-V/def2-TZVPD" smiles=N#CNNC#N total_charge=0 e_homo_ev=-10.6 e_above_lowest_kcal_mol=57.3 homo_lumo_gap_ev=10.7
H 1.5787 -0.4179 0.0614 -0.1 -0.5 0.1 0.145
H -1.0038 0.5459 1.2370 1.5 -2.1 -0.9 0.186
N 0.8204 0.2215 0.1900 -2.3 -1.0 2.2 0.036
N 0.5610 2.1239 -1.3166 -0.4 0.7 -0.8 0.157
N -1.1299 -2.1113 -0.5681 -0.9 -1.3 -0.8 0.158
C -1.0113 -1.2431 0.1637 0.7 0.6 0.1 -0.344
N -0.4111 -0.3014 0.8967 0.8 3.0 0.5 0.025
C 0.5960 1.1823 -0.6641 0.6 0.6 -0.4 -0.362

no.,electronic energy (Eh)
1,-2065.84397
2,-3622.78979
3,-296.33363